DFT (the ωB97M-V functional and the def2-TZVPD basis) results for a cluster of 13 separate species, H26O13 in total at a distorted geometry.

Energy relative to the best compared isomer or geometry (same formula, charge and spin) = 114.9 kcal per mole
Total energy = -27036.96669 eV

Geometry as ORCA input:
```
! wB97M-V def2-TZVPD RIJCOSX def2/J DEFGRID3
* xyz 0 1
H -1.367 -0.095 -3.337
H 0.740 -0.969 -4.638
H 2.681 -2.865 -2.054
H 2.007 -1.273 -3.911
O 3.471 0.190 -0.336
H -0.475 3.923 -0.906
H -3.707 -3.307 -1.090
H -1.364 0.251 0.592
H -1.748 -0.972 -0.178
O -1.361 3.684 -0.709
H 0.208 2.022 -1.379
O 1.289 -1.664 -4.287
O 0.686 0.011 -0.256
H -1.362 3.056 0.033
O -1.087 2.097 3.935
O 0.077 2.377 1.542
H 1.365 2.995 -1.468
H 0.038 -2.859 2.784
H -0.980 -3.176 1.636
H 1.013 -0.043 0.675
H 0.340 0.840 -0.235
O 1.377 0.943 3.979
O 1.880 -3.311 -2.512
H 3.281 1.045 -0.114
O -1.640 -0.963 -2.925
O -2.069 -0.432 0.605
H 2.188 1.103 4.466
H 1.538 -3.773 -1.739
H -0.511 2.576 2.193
H -1.794 1.568 4.357
H 0.571 3.173 1.316
H -1.069 2.795 4.535
H -3.026 -1.999 -0.645
O -0.180 -3.396 2.023
H 1.096 1.829 3.887
O 0.954 2.462 -0.825
H 4.424 0.146 -0.071
O -3.785 -2.549 -0.429
H -0.974 -1.600 -3.155
*
```

In elementary charge units, the natural (NBO) charges are: 0.47, 0.45, 0.46, 0.46, -0.92, 0.47, 0.46, 0.47, 0.47, -0.96, 0.49, -0.92, -0.93, 0.49, -0.95, -0.96, 0.47, 0.48, 0.48, 0.48, 0.45, -0.92, -0.93, 0.46, -0.96, -0.94, 0.45, 0.47, 0.48, 0.49, 0.48, 0.46, 0.46, -0.96, 0.46, -0.95, 0.46, -0.93, 0.49

***

DFT (the ωB97M-V functional and the def2-TZVPD basis) results for a cluster of 13 separate species, H26O13 in total at a distorted geometry.

Energy relative to the best compared isomer or geometry (same formula, charge and spin) = 170.3 kcal per mole
Total energy = -27034.56177 eV

Geometry as ORCA input:
```
! wB97M-V def2-TZVPD RIJCOSX def2/J DEFGRID3
* xyz 0 1
H -1.858 2.257 -1.253
H 0.634 -3.102 2.408
H 2.975 -2.006 -1.900
H 5.042 1.133 -1.885
O -1.787 1.976 -0.356
O -0.807 0.604 0.657
H -3.798 1.068 2.852
H -2.549 1.203 2.081
H 2.186 0.365 2.678
H -4.631 -0.862 -0.445
H 2.069 -0.758 -1.710
H -4.302 0.308 -1.408
H 1.761 1.397 3.821
H -0.992 -0.085 -0.805
H -0.127 6.117 -1.136
H -0.654 -3.826 1.842
H 0.066 4.614 -1.292
H -0.804 -0.312 0.987
H -0.219 -3.573 -2.523
H 3.545 -0.546 0.310
O 4.873 0.659 -1.055
O -2.929 1.623 2.838
H -2.515 -2.518 -0.446
O -0.295 -3.053 2.213
H -1.767 -1.680 0.296
O 2.355 -1.593 -1.292
O 2.449 1.251 3.162
H 0.092 0.760 0.362
O -5.025 -0.127 -0.911
H 4.407 1.271 -0.517
H -1.430 -2.810 -1.820
H 0.539 -0.150 -1.349
O -1.933 -1.803 -0.651
O 0.177 5.464 -1.814
O 4.414 -0.610 0.580
H -2.460 2.476 0.173
H 4.540 -1.568 0.618
O -0.339 0.051 -1.530
O -0.902 -3.614 -1.777
*
```

In elementary charge units, the natural (NBO) charges are: 0.47, 0.49, 0.49, 0.45, -0.95, -0.91, 0.46, 0.47, 0.47, 0.46, 0.46, 0.48, 0.47, 0.51, 0.47, 0.48, 0.47, 0.44, 0.47, 0.46, -0.92, -0.93, 0.47, -0.97, 0.47, -0.95, -0.94, 0.49, -0.94, 0.47, 0.48, 0.44, -0.92, -0.94, -0.92, 0.48, 0.46, -0.99, -0.98

***

DFT (the ωB97M-V functional and the def2-TZVPD basis) results for a cluster of 13 separate species, H26O13 in total.

Energy relative to the best compared isomer or geometry (same formula, charge and spin) = 54.6 kcal per mole
Total energy = -27039.57929 eV

Geometry as ORCA input:
```
! wB97M-V def2-TZVPD RIJCOSX def2/J DEFGRID3
* xyz 0 1
H -28.370 -1.419 -1.932
H -22.894 4.946 -5.570
H -23.856 0.823 -5.194
O -26.778 -1.731 -5.972
H -23.762 -0.015 -1.611
H -25.732 3.217 -1.778
O -20.683 1.223 -6.062
H -26.246 -0.946 -6.103
O -24.647 1.296 -5.452
H -27.412 6.402 -4.765
O -25.314 3.491 -2.594
H -24.729 -3.234 -6.456
H -25.030 0.781 -9.650
H -20.532 -2.718 -3.644
O -23.400 5.360 -6.269
H -20.261 1.435 -6.894
H -24.582 0.549 -8.223
H -21.064 -1.536 -4.426
H -24.790 1.928 -4.748
O -24.705 0.101 -9.060
H -28.435 2.862 -5.579
H -22.277 3.495 -2.796
O -23.864 -3.265 -6.865
H -27.582 -1.559 -6.463
O -23.121 -0.512 -2.121
H -23.265 -2.965 -6.181
H -20.523 1.989 -5.510
O -27.251 5.493 -5.019
H -20.871 4.009 -2.567
O -20.935 -2.483 -4.480
O -28.444 1.908 -5.659
H -25.833 4.239 -2.891
H -27.523 1.654 -5.602
H -26.536 5.544 -5.653
O -21.521 3.863 -3.255
H -27.490 -0.570 -2.825
O -27.902 -0.584 -1.961
H -22.955 -1.296 -1.598
H -23.302 4.771 -7.017
*
```

In elementary charge units, the natural (NBO) charges are: 0.47, 0.48, 0.49, -0.95, 0.47, 0.48, -0.95, 0.48, -0.97, 0.47, -0.96, 0.48, 0.46, 0.47, -0.95, 0.47, 0.47, 0.48, 0.48, -0.93, 0.48, 0.48, -0.95, 0.48, -0.94, 0.47, 0.47, -0.96, 0.47, -0.94, -0.94, 0.49, 0.47, 0.48, -0.95, 0.48, -0.95, 0.47, 0.47